# C3H9O2S

2 unconnected molecules or ions with the total composition C3H9O2S in a non-equilibrium geometry (the ωB97M-V functional and the def2-TZVPD basis, the OMol25 dataset).

Expectation value of S² ... 2.006
HOMO level (alpha / beta) ... -0.35992 / -0.59995 hartree
Charge ... +1
Spin multiplicity ... 3
Orbital gap (alpha / beta) ... 5.6342 / 10.9595 eV
ΔE to the lowest compared entry with this formula, charge and spin ... 0.00 kcal per mole

Last column: Mulliken charge in e.
CARTESIAN COORDINATES (ANGSTROEM)
1 C 4.176 0.702 0.861  -0.37
2 C -1.769 -0.123 1.317  -0.91
3 C -1.168 0.188 -1.323  -0.93
4 O -0.525 -1.804 -0.078  -0.41
5 O 2.988 0.429 0.624  -0.23
6 S -0.410 -0.272 0.248  0.70
7 H 4.470 1.181 1.852  0.27
8 H 4.984 0.605 0.142  0.31
9 H -0.259 -2.367 0.652  0.36
10 H -1.680 -0.792 2.167  0.40
11 H -2.816 -0.136 0.907  0.32
12 H -1.554 0.882 1.735  0.36
13 H -1.351 1.311 -1.249  0.40
14 H -2.074 -0.279 -1.732  0.39
15 H -0.299 -0.033 -2.037  0.34



# C3H9O3

2 unconnected molecules or ions with the total composition C3H9O3 in a non-equilibrium geometry (the ωB97M-V functional and the def2-TZVPD basis, the OMol25 dataset).

HOMO level ... -0.08002 hartree
Charge ... -1
Orbital gap ... 5.7186 eV
ΔE to the lowest compared entry with this formula, charge and spin ... 26.15 kcal per mole

Last column: Mulliken charge in e.
CARTESIAN COORDINATES (ANGSTROEM)
1 C 0.456 0.153 0.745  -0.44
2 C 1.369 0.568 -0.399  -0.46
3 O 0.717 0.427 -1.667  -0.51
4 C -0.104 -1.301 0.639  -0.34
5 O -0.481 -1.752 1.868  -0.92
6 H -0.345 0.886 0.861  0.28
7 H 1.070 0.077 1.647  0.26
8 H 1.774 1.577 -0.241  0.35
9 H 2.244 -0.089 -0.370  0.27
10 H 0.837 1.239 -2.173  0.28
11 H -1.020 -1.239 0.022  0.05
12 H 0.649 -1.955 0.159  0.23
13 H -2.655 0.416 0.370  0.35
14 H -1.853 0.297 -0.909  0.31
15 O -2.658 0.696 -0.552  -0.73



# C3H9O3

2 unconnected molecules or ions with the total composition C3H9O3 in a non-equilibrium geometry (the ωB97M-V functional and the def2-TZVPD basis, the OMol25 dataset).

HOMO level ... -0.12239 hartree
Charge ... -1
Orbital gap ... 7.2110 eV
ΔE to the lowest compared entry with this formula, charge and spin ... 16.95 kcal per mole

Last column: Mulliken charge in e.
CARTESIAN COORDINATES (ANGSTROEM)
1 C 0.493 -0.253 -0.652  -0.54
2 O 1.333 -0.267 0.444  -0.89
3 C -1.055 -0.512 -0.425  -0.71
4 C -1.402 0.404 0.750  -0.20
5 O -2.843 0.216 1.189  -0.55
6 H 0.580 0.669 -1.239  0.27
7 H 0.802 -1.097 -1.292  0.21
8 H -1.096 -1.600 -0.363  0.36
9 H -1.559 -0.218 -1.349  0.30
10 H -0.781 0.037 1.561  0.23
11 H -1.417 1.465 0.543  0.21
12 H -3.075 -0.506 0.595  0.31
13 H 3.940 0.482 0.553  0.25
14 H 2.566 0.401 -0.065  0.53
15 O 3.513 0.778 -0.251  -0.77



# C3H9O3

2 unconnected molecules or ions with the total composition C3H9O3 in a non-equilibrium geometry (the ωB97M-V functional and the def2-TZVPD basis, the OMol25 dataset).

HOMO level ... -0.11799 hartree
Charge ... -1
Orbital gap ... 7.0106 eV
ΔE to the lowest compared entry with this formula, charge and spin ... 6.56 kcal per mole

Last column: Mulliken charge in e.
CARTESIAN COORDINATES (ANGSTROEM)
1 C 0.022 -0.476 0.583  -0.49
2 O 1.040 0.351 0.832  -0.93
3 C -0.571 -0.418 -0.846  -0.64
4 C -0.965 1.034 -1.122  -0.21
5 O -1.665 1.183 -2.391  -0.54
6 H -0.877 -0.349 1.259  0.15
7 H 0.281 -1.564 0.794  0.25
8 H 0.120 -0.741 -1.631  0.39
9 H -1.477 -1.030 -0.804  0.29
10 H -0.135 1.727 -1.053  0.23
11 H -1.712 1.280 -0.359  0.18
12 H -1.596 0.340 -2.843  0.30
13 H 2.655 -0.181 3.259  0.25
14 H 2.126 -0.419 1.804  0.48
15 O 2.755 -0.737 2.520  -0.72



# C3H9O3

A molecular structure, C3H9O3 in a non-equilibrium geometry (the ωB97M-V functional and the def2-TZVPD basis, the OMol25 dataset).

Expectation value of S² ... 0.753
HOMO level (alpha / beta) ... -0.28299 / -0.38708 hartree
Spin multiplicity ... 2
Orbital gap (alpha / beta) ... 8.4100 / 10.7425 eV
ΔE to the lowest compared entry with this formula, charge and spin ... 16.59 kcal per mole

Last column: Mulliken charge in e.
CARTESIAN COORDINATES (ANGSTROEM)
1 O -0.327 -1.652 -1.273  -0.66
2 H 0.006 -2.372 -1.744  0.21
3 H 0.243 -0.797 -1.003  0.26
4 C 0.130 0.338 -0.232  0.70
5 C -0.835 1.324 -0.830  -1.29
6 C -0.138 -0.138 1.177  -0.37
7 O 1.146 -0.526 1.858  -0.57
8 O 1.444 0.644 -0.477  -0.53
9 H -1.848 0.890 -0.880  0.34
10 H -0.912 2.244 -0.193  0.34
11 H -0.602 1.548 -1.893  0.32
12 H -0.529 0.688 1.803  0.25
13 H -0.734 -1.074 1.141  0.35
14 H 0.909 -1.219 2.478  0.30
15 H 2.047 0.105 0.067  0.34



# C3H9O3P

C3H9O3P in the gas phase in a non-equilibrium geometry (the ωB97M-V functional and the def2-TZVPD basis, the OMol25 dataset).

HOMO level ... -0.31752 hartree
Structure (SMILES) ... C=P(O)(OC)OC
Orbital gap ... 9.2591 eV
ΔE to the lowest compared entry with this formula, charge and spin ... 47.84 kcal per mole

Last column: Mulliken charge in e.
CARTESIAN COORDINATES (ANGSTROEM)
1 C -0.702 1.737 1.540  -1.10
2 C -1.338 -0.879 -1.217  -0.53
3 C 1.580 -1.173 0.505  -0.62
4 O -0.174 1.855 -1.168  -0.48
5 O -1.312 -0.175 -0.024  -0.27
6 O 1.246 -0.189 -0.445  -0.43
7 P -0.212 0.918 0.152  1.03
8 H -0.721 1.088 2.392  0.26
9 H -0.179 2.515 1.917  0.37
10 H -2.302 -1.246 -1.579  0.27
11 H -0.709 -1.749 -1.089  0.17
12 H -0.882 -0.155 -1.996  0.28
13 H 2.638 -1.356 0.585  0.28
14 H 1.035 -2.151 0.195  0.18
15 H 1.258 -0.995 1.541  0.26
16 H 0.775 1.954 -1.310  0.35



# C3H9O3P

C3H9O3P in the gas phase in a non-equilibrium geometry (the ωB97M-V functional and the def2-TZVPD basis, the OMol25 dataset).

Expectation value of S² ... 2.006
HOMO level (alpha / beta) ... -0.15085 / -0.35521 hartree
Spin multiplicity ... 3
Orbital gap (alpha / beta) ... 4.8668 / 7.4841 eV
ΔE to the lowest compared entry with this formula, charge and spin ... 36.34 kcal per mole

Last column: Mulliken charge in e.
CARTESIAN COORDINATES (ANGSTROEM)
1 C -1.157 -0.894 0.787  -1.08
2 C -0.123 2.337 0.359  -0.90
3 C -0.226 -1.438 -1.694  -0.54
4 O 2.044 -0.798 1.352  -0.36
5 O 0.734 1.308 0.824  -0.18
6 O 0.708 -0.664 -0.925  -0.20
7 P 0.389 -0.274 0.559  0.49
8 H -1.335 -1.925 0.497  0.41
9 H -1.715 -0.629 1.671  0.40
10 H -0.363 2.403 -0.641  0.36
11 H 0.554 3.115 0.563  0.29
12 H -0.938 2.463 0.978  0.36
13 H -0.633 -2.175 -0.916  0.18
14 H 0.254 -2.034 -2.438  0.24
15 H -0.949 -0.745 -2.163  0.30
16 H 2.755 -0.050 1.189  0.23



# C3H9O4PSi

2 unconnected molecules or ions with the total composition C3H9O4PSi in a non-equilibrium geometry (the ωB97M-V functional and the def2-TZVPD basis, the OMol25 dataset).

HOMO level ... -0.02240 hartree
Charge ... -2
Orbital gap ... 7.1030 eV
ΔE to the lowest compared entry with this formula, charge and spin ... 4.09 kcal per mole

Last column: Mulliken charge in e.
CARTESIAN COORDINATES (ANGSTROEM)
1 C -0.694 -0.825 -2.054  -1.19
2 C -0.724 2.003 -1.080  -1.04
3 C 2.589 -0.988 1.751  -0.86
4 O -0.706 -0.568 0.649  -0.34
5 O 0.831 0.933 2.813  -0.73
6 O 0.409 -1.553 3.235  -0.71
7 O -3.076 0.152 -0.396  -0.87
8 Si -1.520 0.221 -0.576  0.41
9 P 1.025 -0.504 2.362  0.86
10 H 0.324 -1.136 -1.618  0.24
11 H -1.171 -1.753 -2.335  0.33
12 H -0.244 -0.425 -2.935  0.41
13 H -1.018 1.993 -2.173  0.23
14 H -1.334 2.813 -0.665  0.29
15 H 0.322 2.025 -0.905  0.31
16 H 2.409 -2.013 1.638  0.18
17 H 3.104 -0.449 0.960  0.21
18 H -0.525 0.076 1.331  0.28



# C3H9O5

3 unconnected molecules or ions with the total composition C3H9O5 in a non-equilibrium geometry (the ωB97M-V functional and the def2-TZVPD basis, the OMol25 dataset).

HOMO level ... -0.17488 hartree
Charge ... -1
Orbital gap ... 8.6137 eV
ΔE to the lowest compared entry with this formula, charge and spin ... 41.13 kcal per mole

Last column: Mulliken charge in e.
CARTESIAN COORDINATES (ANGSTROEM)
1 O -0.188 -2.004 -0.473  -0.69
2 C -0.437 -0.840 -0.411  0.51
3 O -1.431 -0.205 -0.101  -0.77
4 C 0.812 -0.045 -0.724  -0.40
5 C 0.411 0.808 -2.038  -0.58
6 O -0.623 1.642 -1.647  -0.61
7 H 1.657 -0.698 -0.678  0.31
8 H 1.101 0.763 0.061  0.15
9 H 1.183 1.471 -2.312  0.30
10 H -0.056 0.305 -2.828  0.34
11 H -1.215 1.003 -1.148  0.41
12 H -2.223 0.951 1.585  0.38
13 H -1.518 2.125 0.902  0.35
14 O -1.933 1.939 1.844  -0.71
15 H 1.822 -1.736 2.692  0.32
16 H 0.962 -2.820 2.331  0.35
17 O 1.677 -2.659 2.944  -0.67



# C3H9OP

2 unconnected molecules or ions with the total composition C3H9OP in a non-equilibrium geometry (the ωB97M-V functional and the def2-TZVPD basis, the OMol25 dataset).

HOMO level (alpha / beta) ... -0.27308 / -0.27308 hartree
Orbital gap (alpha / beta) ... 7.8504 / 7.8542 eV
ΔE to the lowest compared entry with this formula, charge and spin ... 91.83 kcal per mole

Last column: Mulliken charge in e.
CARTESIAN COORDINATES (ANGSTROEM)
1 C 1.602 1.358 0.701  -0.85
2 C -1.852 -1.888 -0.397  -0.93
3 C 0.903 0.629 -0.467  -0.16
4 O 0.549 1.373 -1.556  -0.45
5 P -1.424 -0.257 0.611  0.01
6 H 2.545 0.801 0.964  0.24
7 H 1.711 2.318 0.301  0.36
8 H 0.949 1.427 1.582  0.26
9 H -2.425 -1.729 -1.300  0.30
10 H -2.469 -2.428 0.344  0.29
11 H -1.034 -2.621 -0.668  0.27
12 H 1.365 -0.216 -0.866  0.33
13 H 0.525 2.315 -1.076  0.31
14 H -0.945 -1.082 1.827  0.01



# C3H9OP

2 unconnected molecules or ions with the total composition C3H9OP in a non-equilibrium geometry (the ωB97M-V functional and the def2-TZVPD basis, the OMol25 dataset).

Expectation value of S² ... 2.013
HOMO level (alpha / beta) ... -0.19305 / -0.32645 hartree
Spin multiplicity ... 3
Orbital gap (alpha / beta) ... 6.0122 / 7.4440 eV
ΔE to the lowest compared entry with this formula, charge and spin ... 22.87 kcal per mole

Last column: Mulliken charge in e.
CARTESIAN COORDINATES (ANGSTROEM)
1 C -0.148 -0.278 1.820  -0.77
2 C -0.308 1.393 -0.877  -0.83
3 C -2.249 -0.572 -0.230  -1.08
4 O 3.246 -0.125 -0.427  -0.61
5 P -0.608 0.140 0.216  0.60
6 H -0.058 -1.369 1.958  0.27
7 H 0.900 -0.010 2.058  0.28
8 H 3.170 0.317 0.483  0.31
9 H -1.154 1.618 -1.524  0.27
10 H 0.569 2.080 -1.048  0.29
11 H -2.675 -1.246 0.485  0.35
12 H -2.912 0.288 -0.101  0.33
13 H -2.354 -1.096 -1.229  0.29
14 H 4.069 0.115 -0.760  0.30



# C3H9OPS2

2 unconnected molecules or ions with the total composition C3H9OPS2 in a non-equilibrium geometry (the ωB97M-V functional and the def2-TZVPD basis, the OMol25 dataset).

HOMO level (alpha / beta) ... -0.33082 / -0.30530 hartree
Orbital gap (alpha / beta) ... 7.5422 / 6.6640 eV
ΔE to the lowest compared entry with this formula, charge and spin ... 96.62 kcal per mole

Last column: Mulliken charge in e.
CARTESIAN COORDINATES (ANGSTROEM)
1 C 0.300 -0.334 2.790  -0.91
2 C -2.419 -0.699 -1.771  -0.57
3 C 2.074 1.023 -1.209  -0.72
4 O 0.771 -1.389 0.183  -0.52
5 P 0.307 -0.233 0.948  0.60
6 S -2.943 0.445 -0.494  -0.13
7 S 1.597 1.571 0.569  -0.19
8 H 1.377 -0.330 3.172  0.29
9 H -0.199 0.579 3.186  0.31
10 H -0.304 -1.132 3.203  0.34
11 H -2.347 0.040 -2.689  0.24
12 H -3.186 -1.486 -1.764  0.29
13 H -1.372 -0.970 -1.488  0.16
14 H 2.335 1.934 -1.716  0.34
15 H 1.147 0.709 -1.662  0.21
16 H 2.861 0.271 -1.259  0.28



Look up the ΔE to the lowest compared entry with this formula, charge and spin of the eleventh one.
22.87 kcal per mole



Among the records above, which one has the highest ΔE to the lowest compared entry with this formula, charge and spin?
C3H9OPS2